Entry 1:
Entry from the Open Molecules 2025 dataset: a molecular structure, C42H37AsBrF6N8O2PW in a non-equilibrium geometry (ωB97M-V/def2-TZVPD).

Structure (ORCA input):
```
! wB97M-V def2-TZVPD RIJCOSX def2/J DEFGRID3
* xyz 3 4
H 7.150 0.054 -3.849
F -2.798 -2.495 6.529
H -4.288 -0.551 2.699
H -0.099 2.321 -4.132
H 0.928 0.949 4.508
H -2.013 4.378 -2.940
F -0.402 -3.114 7.034
H 6.564 -1.358 -1.901
H -3.477 3.148 -3.593
C 2.325 -0.668 4.788
W 0.280 -0.214 1.452
H -0.297 -4.366 -1.253
H -5.855 2.967 0.828
C -0.377 -2.978 0.445
H 3.037 1.794 1.335
H 1.524 -0.791 -2.136
C -3.003 -0.907 1.321
H 4.103 -3.920 6.171
H 2.493 -2.645 7.554
P -1.702 1.862 -1.531
C 3.821 0.846 -3.736
H 1.776 -5.565 -0.253
H 1.839 1.523 -3.237
H 4.496 -3.231 3.883
H -2.597 -0.230 3.232
C 0.940 5.586 -1.699
O 1.635 1.312 -2.275
F 0.198 -2.787 4.670
F -2.156 -1.982 4.111
C -4.032 3.031 -2.646
C -2.651 -0.587 -4.688
H 2.191 4.614 -0.220
H -4.764 -3.478 -1.617
F -1.654 -4.248 5.241
Br -0.993 1.731 2.271
N -1.719 -1.189 0.953
H -5.789 3.816 -3.472
C 3.784 -2.638 4.485
H 3.610 0.126 -0.399
H -3.534 2.399 0.674
C 2.032 -4.056 1.341
H -3.414 -1.404 -4.904
C 1.257 4.539 -0.802
C 5.783 -0.792 -2.384
C -4.052 2.621 -0.265
H -0.523 6.373 -3.162
C -1.681 -2.357 0.273
C -2.569 0.018 -3.446
C 1.632 0.360 3.969
C -6.098 3.317 -1.341
N 2.614 -0.140 -0.569
C -0.254 5.602 -2.432
H 2.953 -4.450 1.712
H 5.410 1.414 -5.007
N 0.389 -2.337 1.412
C 3.530 -0.045 -2.629
C -0.893 0.829 -5.496
H 1.247 -0.717 6.598
C 2.094 -1.121 6.096
C 0.210 -4.030 -0.303
C 1.892 0.434 2.628
H 1.613 6.457 -1.783
C -3.394 2.562 -1.502
C 5.171 0.830 -4.127
C 4.412 -0.964 -2.108
N -4.815 -2.574 -1.251
N -3.318 -0.365 2.498
C 2.192 0.088 -1.963
H -0.124 1.112 -6.223
C -1.723 1.145 -3.263
H 4.055 -1.803 -1.498
H -1.712 -0.738 -6.650
C 3.241 -1.434 4.016
O 2.970 1.517 -4.329
C 2.724 -2.272 6.586
H 1.339 -2.973 3.137
C -5.362 3.040 -0.156
H -7.158 3.534 -1.337
N -2.585 -2.824 -0.568
C 0.369 3.526 -0.653
C -1.775 -0.177 -5.741
C -0.820 1.504 -4.233
C 1.405 -4.637 0.221
C -5.371 3.433 -2.567
As -1.316 -2.592 5.635
H -5.715 -2.119 -1.135
C 1.368 -3.108 2.046
H 3.672 -1.024 3.088
C 2.313 0.988 1.452
F -0.843 -0.861 5.938
C -3.811 -2.178 -0.399
C -1.130 4.495 -2.316
H 0.516 2.803 0.149
C 3.601 -3.036 5.811
C -0.718 3.423 -1.517
N -4.120 -1.357 0.610
C 6.098 0.031 -3.496
N 1.816 0.336 0.345
H -3.120 -0.357 -2.616
*
```

Computed properties:
LUMO level (spin up / spin down): -12.02 / -12.27 eV
Max |F|: 4.24 eV/Å
Orbital gap (spin up / spin down): 3.3497 / 3.5870 eV
Energy above the lowest of the compared OMol25 structures with the same formula, charge and spin: 1.1669 eV
Calculated total energy: -8027.475129 a.u.

---

Entry 2:
Entry from the Open Molecules 2025 dataset: 2 unconnected molecules or ions with the total composition C4H7N3O2S in a non-equilibrium geometry (ωB97M-V/def2-TZVPD).

Structure (ORCA input):
```
! wB97M-V def2-TZVPD RIJCOSX def2/J DEFGRID3
* xyz 0 1
H 0.142 3.187 2.227
C 0.221 0.123 1.620
C -0.038 0.693 0.317
H 0.594 -1.594 -3.261
N 0.305 1.085 2.499
S -1.427 -1.067 -2.900
H 0.101 -1.758 0.847
H 1.391 -1.795 2.028
H 0.508 -0.069 -2.517
O -1.678 -2.315 -3.500
C 0.338 -1.372 1.810
C 0.028 2.266 1.847
N 0.155 -0.677 -3.264
O -0.146 0.139 -0.791
N -0.086 2.014 0.525
H -0.381 -1.575 2.703
H -0.026 2.714 -0.190
*
```

Computed properties:
LUMO level (spin up / spin down): 0.44 / -1.72 eV
Max |F|: 5.07 eV/Å
Orbital gap (spin up / spin down): 9.1122 / 5.2952 eV
Energy above the lowest of the compared OMol25 structures with the same formula, charge and spin: 2.1063 eV
Calculated total energy: -869.472098 a.u.

---

Entry 3:
Entry from the Open Molecules 2025 dataset: a molecular structure, C32H35BrCdN3OS2 in a non-equilibrium geometry (ωB97M-V/def2-TZVPD).

Structure (ORCA input):
```
! wB97M-V def2-TZVPD RIJCOSX def2/J DEFGRID3
* xyz -1 1
H 6.466 8.727 13.967
C 6.815 7.164 8.921
H 5.810 13.997 6.673
H 10.957 5.564 14.690
H 10.514 9.111 7.955
C 6.293 13.699 7.621
H 11.187 6.593 9.338
H 9.574 5.952 13.470
C 11.732 7.260 11.968
N 8.620 8.210 10.151
C 5.925 12.500 8.266
H 7.324 13.829 13.575
H 7.257 6.449 10.888
C 10.249 8.974 16.834
C 10.667 9.831 14.613
C 6.472 6.337 10.103
H 7.792 9.792 14.615
C 7.069 14.993 17.147
H 8.998 14.351 9.723
C 10.188 6.339 9.704
C 7.158 14.242 14.582
H 5.027 11.897 7.961
H 11.369 11.741 14.199
H 9.280 5.512 15.262
C 6.380 7.745 6.603
H 5.784 7.697 5.705
H 9.376 10.540 7.767
C 7.225 16.011 16.178
H 7.373 17.868 15.849
C 9.958 6.025 14.519
C 7.869 12.528 9.827
C 6.867 13.680 16.777
H 5.094 6.621 7.815
H 11.054 10.711 12.692
S 8.996 11.834 10.970
H 12.308 7.300 11.025
C 7.965 7.979 8.952
C 6.878 9.731 13.979
C 8.384 8.581 7.709
H 10.237 9.185 17.884
H 10.225 5.447 10.388
H 7.132 16.225 13.998
C 6.658 11.908 9.326
S 6.001 10.406 9.895
O 7.332 17.303 16.620
C 11.383 10.764 13.716
C 9.973 7.512 14.964
N 6.892 13.313 15.475
H 12.445 10.519 13.566
C 6.023 7.097 7.792
N 9.721 8.490 12.761
H 9.528 6.070 8.888
C 9.662 7.523 10.492
C 9.900 7.719 16.344
H 6.114 10.486 14.197
H 9.572 6.900 16.982
Br 6.578 12.326 18.054
H 5.457 6.547 10.418
Cd 7.586 9.898 11.908
C 7.499 8.522 6.567
H 10.784 10.932 16.415
C 9.541 9.493 7.531
C 10.316 7.852 11.808
H 7.109 15.331 18.170
H 6.460 5.251 9.836
C 10.177 8.591 14.050
C 8.122 13.805 9.268
H 11.814 6.216 12.256
H 9.743 9.477 6.468
C 10.595 9.970 15.998
H 12.253 7.900 12.726
H 7.785 9.012 5.607
H 7.697 15.354 7.892
C 7.384 14.370 8.182
C 7.162 15.601 14.854
*
```

Computed properties:
LUMO level: 1.95 eV
Max |F|: 3.52 eV/Å
Orbital gap: 4.9883 eV
Energy above the lowest of the compared OMol25 structures with the same formula, charge and spin: 0.8054 eV
Calculated total energy: -5018.012804 a.u.

---

Entry 4:
Entry from the Open Molecules 2025 dataset: a molecular structure, C4H4F3N in a non-equilibrium geometry (ωB97M-V/def2-TZVPD).

Structure (ORCA input):
```
! wB97M-V def2-TZVPD RIJCOSX def2/J DEFGRID3
* xyz 0 1
C -1.486 1.780 -0.196
C -1.320 0.499 0.395
H 0.468 -0.958 0.292
F -3.337 -0.425 -0.617
H 0.726 0.562 1.658
C -1.990 -0.573 -0.442
N -1.628 2.772 -0.767
F -1.748 0.376 1.762
F -1.758 -1.836 0.107
C 0.588 0.117 0.539
H 1.085 0.703 -0.152
H -1.437 -0.678 -1.349
*
```

Computed properties:
LUMO level: 0.44 eV
Max |F|: 6.01 eV/Å
Orbital gap: 11.7477 eV
Energy above the lowest of the compared OMol25 structures with the same formula, charge and spin: 1.2487 eV
Calculated total energy: -509.083017 a.u.

---

Entry 5:
Entry from the Open Molecules 2025 dataset: a single C4H9NO molecule in a non-equilibrium geometry (ωB97M-V/def2-TZVPD).

Structure (ORCA input):
```
! wB97M-V def2-TZVPD RIJCOSX def2/J DEFGRID3
* xyz 0 1
C 0.943 -1.020 0.210
H -1.874 2.189 0.010
H -1.910 -0.415 0.519
C -1.309 0.026 -0.279
O -2.814 1.359 -1.537
N 2.397 -0.757 0.497
H 0.959 -1.624 -0.696
H 2.604 -0.818 1.469
H -1.253 -0.644 -1.133
H 0.663 -1.696 1.014
H 0.524 0.922 -0.696
C -2.012 1.292 -0.633
C 0.184 0.284 0.122
H 2.661 0.121 0.050
H 0.237 0.780 1.083
*
```

Computed properties:
LUMO level: 0.96 eV
Max |F|: 2.54 eV/Å
Orbital gap: 10.2097 eV
Energy above the lowest of the compared OMol25 structures with the same formula, charge and spin: 1.5905 eV
Calculated total energy: -287.774003 a.u.
SMILES: NCCCC=O

---

Entry 6:
Entry from the Open Molecules 2025 dataset: a single C3H5NO2 molecule in a non-equilibrium geometry (ωB97M-V/def2-TZVPD).

Structure (ORCA input):
```
! wB97M-V def2-TZVPD RIJCOSX def2/J DEFGRID3
* xyz 0 1
O 1.100 0.478 -2.724
O -0.072 1.632 0.051
H -0.763 -0.843 2.304
C 0.096 0.740 -2.114
H 0.610 0.195 1.868
H -0.873 -0.992 0.469
H -0.770 1.244 -2.596
N -0.052 -0.719 -0.054
H 0.751 -1.638 1.814
C 0.147 -0.750 1.647
C -0.054 0.592 -0.570
*
```

Computed properties:
LUMO level: 0.35 eV
Max |F|: 2.97 eV/Å
Orbital gap: 10.1782 eV
Energy above the lowest of the compared OMol25 structures with the same formula, charge and spin: 3.4484 eV
Calculated total energy: -322.447607 a.u.
SMILES: CNC(=O)C=O

---

Entry 7:
Entry from the Open Molecules 2025 dataset: a molecular structure, C44H24I4MoN4O4S in a non-equilibrium geometry (ωB97M-V/def2-TZVPD).

Structure (ORCA input):
```
! wB97M-V def2-TZVPD RIJCOSX def2/J DEFGRID3
* xyz 2 1
N -1.199 -0.807 0.385
C 2.052 1.671 2.089
C 3.768 2.205 -1.070
C -3.199 -1.930 0.276
C -4.742 0.028 -1.472
C 1.864 -1.780 3.327
H 3.460 2.683 -6.834
C 0.600 -5.869 2.760
C 2.460 1.859 0.726
I -0.600 -8.378 3.998
H -2.346 -5.824 4.434
C -1.516 -5.466 3.843
H -4.524 0.296 -0.447
C 2.172 1.028 -2.660
H -6.775 0.656 -1.347
H -2.063 0.541 -4.320
N 1.121 -0.454 1.643
C 2.833 2.038 -4.898
H -3.290 -2.585 2.330
O -1.456 -0.370 2.669
C 0.753 4.853 4.519
C -2.243 -1.098 -0.426
N -0.022 0.292 -1.707
H 0.259 3.345 5.964
H 0.459 1.073 -4.912
H 4.171 3.283 0.793
C -4.011 -0.802 -3.611
C 0.818 0.691 -2.757
C -2.772 -2.099 1.530
C 2.349 -0.517 3.538
C -1.435 -1.428 1.685
C -2.378 -0.519 -1.678
H 5.464 -0.760 -5.260
C 2.716 1.304 -1.402
C -6.004 0.251 -1.984
H 4.544 2.539 -1.731
C 3.007 1.114 -3.871
C 4.738 0.031 -5.157
H 2.038 -2.646 3.932
C 0.951 -1.700 2.220
C -0.278 -2.330 2.146
C -6.263 -0.028 -3.320
C 0.069 0.793 -3.955
C 3.994 0.133 -4.000
I -8.159 0.405 -4.133
C 3.556 2.611 0.223
C 0.644 -4.552 2.376
C 1.800 2.758 2.983
C -5.274 -0.579 -4.127
C -0.494 -6.343 3.482
I 5.630 0.747 -7.981
H 4.144 -0.580 -3.204
C 1.315 5.115 3.270
H 2.117 2.840 -4.798
H -3.261 -1.264 -4.234
H 1.403 -6.536 2.483
C -3.717 -0.468 -2.287
N 1.962 1.075 -0.287
S -2.017 1.065 2.251
I -0.096 6.412 5.625
H 1.157 1.506 4.628
C -1.228 0.506 -3.652
O -3.077 0.926 1.322
O -2.122 1.791 3.448
H -5.488 -0.830 -5.155
H -2.237 -3.475 3.809
Mo 0.150 0.575 0.303
H 1.329 6.123 2.891
H -4.105 -2.313 -0.152
C -0.411 -3.661 2.671
C 0.717 3.547 5.007
H 1.474 -4.201 1.783
C 1.871 0.299 2.476
C -1.474 -4.146 3.450
C 3.601 1.960 -6.046
C -1.273 0.118 -2.288
C 1.235 2.518 4.257
C 4.533 0.939 -6.187
C 1.825 4.090 2.513
H 3.007 -0.212 4.330
O -0.802 1.615 1.424
H 2.217 4.305 1.531
*
```

Computed properties:
LUMO level (spin up / spin down): -8.08 / -8.15 eV
Max |F|: 2.69 eV/Å
Orbital gap (spin up / spin down): 4.3466 / 4.2613 eV
Calculated total energy: -3867.687906 a.u.

---

Entry 8:
Entry from the Open Molecules 2025 dataset: 5 unconnected molecules or ions with the total composition C6H15N3 in a non-equilibrium geometry (ωB97M-V/def2-TZVPD).

Structure (ORCA input):
```
! wB97M-V def2-TZVPD RIJCOSX def2/J DEFGRID3
* xyz 0 1
C -0.846 0.950 -3.852
H 1.519 -0.309 2.916
H 0.079 1.465 -3.834
H 2.064 2.092 2.479
C 1.115 0.191 2.027
H 0.663 2.220 1.406
H -0.514 -2.364 2.220
C -1.947 0.484 -4.106
N 0.064 -0.097 -1.934
H -0.901 -1.578 -0.687
C -0.643 -0.933 -1.520
H 1.646 0.224 0.038
H -2.848 0.438 -4.675
C -0.294 -0.363 1.765
C 1.065 1.701 2.280
N 1.966 -0.206 0.902
H -2.001 -1.308 -2.472
H 0.434 1.939 3.140
H -0.729 0.211 0.939
H -0.930 -0.190 2.636
H -2.166 -0.820 -3.174
H 2.927 0.078 1.049
H 0.597 -2.039 1.047
N -0.319 -1.786 1.412
*
```

Computed properties:
LUMO level: 1.13 eV
Max |F|: 1.88 eV/Å
Orbital gap: 10.4500 eV
Energy above the lowest of the compared OMol25 structures with the same formula, charge and spin: 5.6518 eV
Calculated total energy: -401.679577 a.u.